Entry from the Open Molecules 2025 dataset: a structure of composition C44H40Cl5N4O5ReSi at a distorted geometry (ωB97M-V/def2-TZVPD).

Last column: Mulliken charge in e.
CARTESIAN COORDINATES (ANGSTROEM)
Re (-0.350, -0.268, -0.101)  1.412
Cl (-3.850, -3.882, -4.457)  -0.185
Cl (0.655, -1.297, -3.117)  -0.080
Cl (-3.358, -1.857, 0.484)  -0.174
Cl (-5.011, -3.338, -1.628)  -0.187
Cl (-0.970, -2.921, -5.149)  -0.133
Si (-0.833, 1.704, -1.516)  1.685
O (-2.780, 1.026, 2.893)  -0.714
O (-1.636, 0.595, 1.050)  -0.444
O (3.597, -0.790, 0.236)  -0.600
O (1.543, -0.250, -0.392)  -0.825
O (0.528, -2.484, 0.162)  -0.304
N (-1.066, 2.750, 4.240)  -0.094
N (0.291, -0.625, 2.275)  -0.087
N (-0.995, 3.413, 2.040)  -0.166
N (0.946, 3.365, 3.257)  -0.227
C (0.134, 3.158, -0.733)  0.452
C (-2.709, -2.000, -1.123)  1.608
C (1.961, -2.572, 0.214)  3.500
C (1.384, 1.691, -5.049)  -0.776
C (1.523, 5.271, 0.533)  -0.218
C (-1.171, 1.000, -4.233)  -0.052
C (-2.933, 3.281, -2.533)  -0.346
C (-1.657, -2.550, -3.620)  -0.275
C (0.144, 0.722, 5.077)  -0.335
C (-3.459, -2.732, -2.044)  -0.044
C (-0.954, -0.543, 3.039)  0.163
C (-0.798, -0.374, 4.553)  -0.959
C (-0.946, -1.794, -2.692)  1.610
C (-0.282, 1.541, -3.298)  0.164
C (-0.787, 0.791, -5.548)  -0.542
C (-5.025, 2.039, -1.223)  -0.935
C (2.524, -3.464, -0.895)  0.064
C (-5.287, 3.079, -2.100)  -0.670
C (2.468, -1.129, 0.026)  -0.755
C (1.870, -4.445, 1.859)  -0.737
C (-1.466, -1.439, -1.438)  -2.508
C (0.497, 1.131, -5.956)  -0.739
C (-0.378, 3.185, 3.183)  0.649
C (2.265, -5.099, -2.652)  -1.017
C (3.175, -3.031, 3.845)  -0.934
C (0.995, 1.895, -3.732)  -0.460
C (-2.639, 2.244, -1.635)  0.683
C (-4.234, 3.702, -2.758)  -0.906
C (4.453, -4.338, -2.044)  -0.813
C (3.904, -3.514, -1.076)  -0.679
C (-0.478, 2.076, 5.392)  -1.439
C (-0.429, 4.437, -0.611)  -0.704
C (2.064, -5.020, 3.102)  -0.772
C (0.248, 5.479, 0.015)  -0.517
C (3.637, -5.131, -2.838)  -0.653
C (-2.939, -2.994, -3.309)  0.301
C (-1.873, 0.447, 2.346)  -0.092
C (1.426, 2.980, -0.222)  0.295
C (2.978, -2.449, 2.595)  0.207
C (2.113, 4.019, 0.402)  -1.532
C (2.717, -4.310, 4.103)  -0.603
C (1.714, -4.272, -1.683)  -0.245
C (-3.715, 1.630, -0.993)  -0.238
C (2.316, -3.150, 1.593)  -0.375
H (1.715, -6.027, 3.288)  0.441
H (4.068, -5.771, -3.595)  0.422
H (0.661, -1.570, 2.286)  -0.292
H (0.254, 2.732, 5.869)  0.353
H (1.615, -5.712, -3.262)  0.465
H (0.631, -4.297, -1.592)  0.570
H (1.915, 2.020, -0.317)  0.468
H (-1.425, 4.625, -0.997)  0.293
H (-2.033, 2.529, 4.056)  0.432
H (3.121, 3.853, 0.764)  0.500
H (-3.546, 0.821, -0.300)  0.220
H (-0.497, 3.774, 1.234)  -0.245
H (0.172, -3.042, -0.538)  -0.232
H (1.435, 3.752, 2.456)  0.052
H (-5.839, 1.537, -0.716)  0.465
H (-1.487, 0.367, -6.257)  0.502
H (-4.429, 4.503, -3.460)  0.444
H (1.395, 3.424, 4.154)  0.239
H (-0.407, -1.327, 4.914)  0.540
H (-1.474, -1.494, 2.870)  0.480
H (-2.131, 3.751, -3.094)  0.543
H (1.372, -5.010, 1.081)  0.426
H (0.568, 0.367, 6.019)  0.440
H (-1.283, 1.955, 6.115)  0.459
H (4.549, -2.903, -0.459)  0.455
H (2.062, 6.086, 1.000)  0.380
H (3.707, -2.480, 4.610)  0.491
H (1.011, 0.856, 4.424)  0.262
H (1.705, 2.329, -3.036)  0.302
H (0.800, 0.969, -6.982)  0.409
H (-2.182, 0.743, -3.932)  0.402
H (-6.305, 3.398, -2.280)  0.408
H (-1.943, 3.099, 1.897)  0.319
H (2.878, -4.763, 5.072)  0.431
H (2.380, 1.973, -5.368)  0.444
H (5.527, -4.360, -2.177)  0.452
H (-1.791, -0.268, 4.994)  0.418
H (-0.214, 6.456, 0.086)  0.458
H (3.378, -1.464, 2.405)  0.601
H (1.008, -0.018, 2.657)  0.084

Summary:
HOMO energy (alpha / beta): -10.290 / -10.083 eV
E: -4964.54886 Eh
spin multiplicity: 2
energy relative to the best compared isomer or geometry (same formula, charge and spin): 0.414 eV
gap between HOMO and LUMO (alpha / beta): 7.001 / 7.112 eV
LUMO level (alpha / beta): -3.289 / -2.971 eV
total charge: +1
expectation value of S²: 0.7553

=====

Entry from the Open Molecules 2025 dataset: a structure of composition C44H40IN2O2P3Pt at a distorted geometry (ωB97M-V/def2-TZVPD).

Last column: Mulliken charge in e.
CARTESIAN COORDINATES (ANGSTROEM)
Pt (-0.291, 0.482, -0.310)  3.448
I (5.572, -1.554, 0.309)  0.086
P (-1.863, -1.467, -0.613)  -0.627
P (-0.305, -0.162, -2.505)  0.114
P (0.273, 1.927, 2.518)  0.877
O (-0.412, 0.776, 1.792)  -0.614
O (1.633, -0.923, 0.149)  -0.265
N (2.692, -2.547, -1.020)  0.116
N (-1.068, -1.644, -2.128)  -0.237
C (-1.366, 1.300, -6.158)  -0.766
C (3.642, -0.136, -3.477)  -0.605
C (3.757, -1.232, -4.321)  -0.597
C (-3.436, -3.642, -1.233)  -0.488
C (3.028, 2.092, 3.028)  -0.485
C (2.556, -1.733, 0.030)  -0.205
C (-2.651, 0.276, -3.918)  -0.397
C (-0.036, 2.484, 6.528)  -0.753
C (3.608, 2.577, 0.344)  -0.995
C (1.298, -0.607, -3.209)  0.325
C (2.013, 2.118, 2.081)  0.637
C (-5.837, -2.228, -1.262)  -0.802
C (2.412, 0.177, -2.921)  -0.086
C (-1.750, 5.832, 1.287)  -0.561
C (2.303, 2.359, 0.740)  -0.259
C (-4.658, -1.573, -0.938)  -0.247
C (4.623, 2.564, 1.294)  -0.730
C (-2.441, 4.629, 1.237)  -0.788
C (-1.264, 0.432, -3.919)  0.841
C (0.212, -4.291, 2.329)  -0.649
C (0.012, 1.181, 7.003)  -0.569
C (-4.618, -4.284, -1.561)  -0.716
C (-0.481, 3.491, 2.038)  0.464
C (-0.428, 5.867, 1.712)  -0.759
C (-0.624, 0.969, -5.035)  -0.685
C (-1.128, -2.354, 1.870)  -0.923
C (1.414, -1.705, -4.061)  -0.366
C (0.202, 0.345, 4.761)  -0.185
C (-0.985, -2.589, 0.503)  1.134
C (0.151, 1.655, 4.286)  -0.060
C (-1.805, 3.453, 1.604)  -0.452
C (0.371, -4.514, 0.968)  -1.157
C (2.646, -2.015, -4.614)  -0.692
C (-3.461, -2.280, -0.935)  0.593
C (-2.740, 1.108, -6.168)  -0.515
C (3.604, -1.870, 1.112)  -1.435
C (-3.383, 0.602, -5.045)  -0.680
C (-0.217, -3.657, 0.052)  0.092
C (-0.527, -3.207, 2.780)  -0.768
C (0.035, 2.727, 5.166)  -0.335
C (0.135, 0.112, 6.123)  -0.627
C (-5.815, -3.578, -1.578)  -0.557
C (0.212, 4.698, 2.094)  -0.240
C (4.339, 2.314, 2.628)  -0.798
H (0.002, 3.740, 4.784)  0.410
H (-3.154, -0.114, -3.040)  0.293
H (2.063, -2.483, -1.804)  0.010
H (-6.774, -1.688, -1.260)  0.443
H (-1.712, -1.506, 2.209)  0.378
H (0.178, -0.897, 6.510)  0.445
H (0.663, -4.968, 3.042)  0.467
H (-0.084, -3.813, -1.011)  0.526
H (5.136, 2.300, 3.358)  0.463
H (0.449, 1.110, -5.032)  0.423
H (-6.732, -4.094, -1.825)  0.428
H (-3.313, 1.359, -7.049)  0.422
H (2.296, 1.040, -2.275)  0.303
H (0.300, -0.472, 4.056)  0.203
H (-0.866, 1.700, -7.029)  0.428
H (2.739, -2.860, -5.284)  0.447
H (-4.454, 0.454, -5.050)  0.449
H (3.849, 2.777, -0.692)  0.503
H (4.714, -1.466, -4.767)  0.443
H (-2.506, -4.193, -1.198)  0.334
H (-2.334, 2.508, 1.579)  0.480
H (4.511, 0.472, -3.268)  0.489
H (3.459, -3.196, -1.074)  0.241
H (-0.047, 0.997, 8.066)  0.407
H (-0.638, -3.039, 3.844)  0.563
H (-0.133, 3.309, 7.221)  0.438
H (0.110, 6.804, 1.742)  0.439
H (0.541, -2.299, -4.301)  0.380
H (-4.678, -0.521, -0.683)  0.487
H (-2.241, 6.748, 0.990)  0.427
H (-3.474, 4.606, 0.919)  0.449
H (-1.553, -2.141, -2.868)  0.513
H (1.480, 2.399, 0.017)  0.629
H (2.795, 1.911, 4.070)  0.465
H (3.431, -1.133, 1.889)  0.357
H (1.242, 4.723, 2.426)  0.494
H (3.604, -2.873, 1.532)  0.528
H (5.643, 2.751, 0.989)  0.446
H (-4.601, -5.341, -1.791)  0.451
H (0.940, -5.367, 0.622)  0.447

Summary:
HOMO energy (alpha / beta): -13.828 / -13.832 eV
E: -3401.37551 Eh
energy relative to the best compared isomer or geometry (same formula, charge and spin): 3.001 eV
gap between HOMO and LUMO (alpha / beta): 6.575 / 6.570 eV
LUMO level (alpha / beta): -7.252 / -7.262 eV
total charge: +2

=====

- What is the E in the first record?
  -4964.54886 Eh

=====

- Number 2 is which compound?
  C44H40IN2O2P3Pt

=====

- Among the records above, which one has the lowest E?
  C44H40Cl5N4O5ReSi

=====

- E of number 2 (C44H40IN2O2P3Pt)?
  -3401.37551 Eh